Entry from the Open Molecules 2025 dataset: a structure of composition C38H50As2MoN4O10P3 (ωB97M-V with the def2-TZVPD basis set).

Last column: Mulliken spin population.
Positions of all 108 atoms, in Å:
Mo -0.38226 -0.23820 0.50972  1.981
As 0.86259 1.62645 -0.74758  -0.049
As 3.69841 -0.50561 1.19874  0.024
P -0.19425 -3.46132 0.70169  0.007
P -2.28059 -2.14490 -1.27516  -0.007
P -2.44947 1.19531 2.23728  -0.009
O -1.67320 1.58587 3.41177  -0.007
O -3.59751 -2.06804 -0.64113  0.003
O -3.71638 2.08041 2.02067  -0.003
O -1.31640 -0.93284 -1.13159  0.007
O -2.90350 -0.31831 2.17840  -0.004
O -1.54580 1.21317 0.88466  -0.020
O 0.67335 -4.64735 0.66052  0.003
O -2.32757 -2.42509 -2.85924  0.000
O 0.44206 -2.08971 0.43602  0.071
O -1.07096 -3.22943 1.97867  0.001
N -0.33903 -4.01655 -1.80979  0.001
N -0.43160 -3.28981 4.87565  0.003
N 0.57718 -1.06864 4.44188  0.026
N 0.59502 -0.10078 2.21489  -0.086
C 3.41841 -1.69423 -0.35844  -0.010
C 1.25229 0.83524 -3.48837  0.014
C -5.29867 -0.70598 2.18835  -0.001
C -3.36761 3.97262 0.57696  -0.004
C -4.08322 -0.18590 4.33876  0.000
C 7.55611 -0.03572 -0.48505  0.000
C -5.62694 3.32133 1.41557  0.000
C 2.57059 -2.49357 -2.47533  0.005
C 3.26284 -3.68561 -2.32512  0.000
C 6.18763 -0.18548 -0.34007  0.000
C 5.62825 -0.34095 0.92800  0.002
C -0.31365 3.05547 -1.28043  0.017
C -1.40621 2.70297 -2.06484  -0.001
C -0.79645 5.37756 -1.64430  0.001
C -4.49793 1.87135 -0.28215  0.003
C 0.56935 -0.58493 3.29955  0.030
C 2.62686 -1.52047 -1.47794  0.025
C -1.87431 5.02776 -2.44054  -0.001
C 3.67144 2.15959 -3.81396  0.000
C -4.02144 -0.87816 2.99071  0.004
C 2.12483 2.24943 0.61521  0.001
C -1.34389 -3.64576 -0.74126  -0.011
C 3.43205 1.44768 0.73827  0.009
C 4.10825 -2.90290 -0.21490  0.002
C -4.29472 2.81459 0.89079  0.001
C 1.87975 0.83762 -4.72208  0.000
C -3.69587 -2.34829 3.14952  -0.002
C 1.84230 1.49086 -2.41098  -0.014
C 0.05133 -2.26030 4.68161  0.001
C -0.00601 4.39351 -1.06638  -0.013
C 3.04464 2.16754 -2.57305  -0.003
C 4.02201 -3.89344 -1.17723  -0.001
C 8.38089 -0.03807 0.63365  0.000
C 7.83338 -0.19210 1.89535  0.000
C 6.45899 -0.34259 2.04113  0.000
C -2.18280 3.69012 -2.64811  0.001
C 3.09319 1.49379 -4.88176  -0.001
C -2.29904 -4.81072 -0.54050  0.000
H -5.20793 1.08473 -0.02565  0.000
H 0.30398 0.32088 -3.36151  0.006
H 2.37897 3.28832 0.40054  -0.001
H -3.22598 4.58411 1.46786  0.000
H -2.86030 -5.02389 -1.45306  0.000
H -3.02894 3.41745 -3.26423  0.000
H -0.80932 -4.24157 -2.68903  0.000
H -6.28348 2.49661 1.68860  0.000
H 3.23055 -4.43948 -3.10206  0.000
H -5.58598 0.34028 2.10612  0.000
H -5.47910 3.95083 2.29133  0.000
H 8.47317 -0.19992 2.76725  0.000
H -3.01706 -4.55366 0.23475  0.000
H 4.73129 -3.06844 0.65754  0.000
H -1.64881 1.65656 -2.22534  0.004
H 6.03235 -0.47004 3.03026  0.000
H 3.58299 1.49122 -5.84552  0.000
H 4.09586 1.66978 -0.09899  0.001
H -3.21831 -2.32194 -3.20837  0.000
H 4.61008 2.68140 -3.94317  0.000
H 2.05843 -0.62080 -1.61165  -0.010
H -0.56253 6.42016 -1.47773  0.000
H -3.58016 -2.81640 2.17320  0.000
H -5.17032 -1.12627 1.19049  0.000
H 7.98599 0.07615 -1.47193  0.000
H -2.47935 5.79929 -2.89677  0.000
H -3.56369 1.40497 -0.59011  -0.002
H -3.13699 -0.27580 4.87107  0.000
H 0.21347 -4.80673 -1.44031  0.000
H 2.02078 -2.29485 -3.39091  0.000
H 1.42595 0.33102 -5.56307  0.000
H 9.45008 0.07652 0.51725  0.000
H -6.10036 -1.24137 2.69766  0.000
H -4.89430 2.43841 -1.12571  0.000
H -4.52796 -2.82446 3.66995  0.000
H -6.11901 3.90926 0.64066  0.000
H 3.94083 1.83679 1.62600  0.001
H 5.55630 -0.19873 -1.22150  0.000
H 0.34786 -3.26197 -1.97694  0.003
H -2.39494 3.62047 0.23832  0.003
H -4.86709 -0.65974 4.93073  0.000
H 4.56431 -4.81923 -1.04293  0.000
H -1.74853 -5.70188 -0.23455  0.000
H 3.49475 2.70832 -1.75191  0.000
H -3.80308 4.59090 -0.20788  0.000
H -2.79036 -2.49953 3.73688  0.000
H -1.00571 -3.84985 2.72453  -0.001
H 0.83961 4.68406 -0.45768  0.000
H 1.56454 2.23586 1.55170  0.000
H -4.31934 0.87375 4.24906  0.000

Properties
Electronic energy, Eh: -8013.4069
Spin multiplicity: 3
HOMO energy (alpha / beta), eV: -10.71 / -10.72
Energy relative to the best compared isomer or geometry (same formula, charge and spin), kcal per mole: 7.6
Net charge: +1
LUMO level (alpha / beta), eV: -4.20 / -3.88
Frontier orbital gap (alpha / beta), eV: 6.5 / 6.8
Maximum force, eV/Å: 0.59